C5H15NO | ωB97M-V/def2-TZVPD

XYZ file:
```
22
C5H15NO ωB97M-V/def2-TZVPD
C -0.82 0.37 1.03
C 0.32 1.23 0.45
C -0.29 2.39 -0.35
C 1.20 0.29 -0.43
C 2.00 0.96 -1.54
N -1.38 0.95 2.25
H -1.57 0.38 0.23
H -0.47 -0.65 1.14
H 0.95 1.67 1.21
H 0.48 3.02 -0.79
H -0.89 2.00 -1.17
H -0.95 3.00 0.28
H 0.50 -0.45 -0.83
H 1.80 -0.26 0.29
H 2.79 0.27 -1.85
H 1.34 1.17 -2.38
H 2.47 1.88 -1.20
H -0.66 0.91 2.96
H -2.11 0.34 2.61
H -1.69 -7.24 -0.69
H -1.52 -5.89 -0.17
O -1.48 -6.35 -1.03
```

Energy above the lowest of the compared OMol25 structures with the same formula, charge and spin   9.07 kcal/mol
HOMO (spin up / spin down)   0.0459 / -0.2466 Ha
Multiplicity   2
Net charge   -1
LUMO level (spin up / spin down)   3.34 / 3.31 eV

---

C25H72F2KN7O15S2 | ωB97M-V/def2-TZVPD

XYZ file:
```
124
C25H72F2KN7O15S2 ωB97M-V/def2-TZVPD
K -13.20 -3.57 16.46
N -15.31 -2.23 17.55
S -15.59 -1.89 19.08
O -16.10 -2.96 19.87
O -16.10 -0.57 19.26
F -14.13 -1.77 19.67
S -16.83 -2.88 17.25
O -17.96 -2.14 17.70
O -16.93 -4.30 17.28
F -16.87 -2.53 15.71
C -15.24 -6.72 13.35
C -14.20 -6.51 14.43
O -14.67 -5.64 15.48
H -16.11 -7.22 13.79
H -14.83 -7.35 12.56
H -15.57 -5.77 12.94
H -13.32 -6.01 14.02
H -13.88 -7.46 14.88
H -15.58 -5.88 15.69
C -13.34 0.91 14.32
C -14.34 0.30 15.28
O -13.88 -1.00 15.68
H -13.67 1.92 14.09
H -13.31 0.35 13.38
H -12.34 0.96 14.73
H -15.36 0.25 14.87
H -14.42 0.93 16.17
H -14.58 -1.37 16.24
C -13.88 -5.93 19.06
O -13.07 -5.04 18.79
N -15.12 -5.73 19.54
N -13.58 -7.24 18.81
H -15.40 -4.80 19.82
H -15.77 -6.50 19.55
H -14.32 -7.92 18.94
H -12.67 -7.58 18.55
C -17.07 -8.20 17.72
O -16.40 -8.18 18.74
N -17.43 -7.05 17.06
N -17.59 -9.36 17.22
H -17.28 -6.19 17.58
H -18.01 -7.17 16.25
H -18.21 -9.40 16.43
H -17.36 -10.24 17.64
C -21.54 -1.27 16.29
O -21.52 -0.38 17.11
N -20.47 -2.06 15.97
N -22.68 -1.58 15.56
H -20.62 -2.84 15.34
H -19.65 -2.02 16.54
H -22.66 -2.19 14.77
H -23.54 -1.12 15.78
C -12.81 4.29 18.07
C -13.83 3.15 17.97
C -13.56 2.04 18.97
O -15.10 3.72 18.17
H -11.79 3.90 18.12
H -13.04 4.88 18.95
H -12.87 4.94 17.20
H -13.75 2.77 16.94
H -12.55 1.65 18.86
H -14.29 1.23 18.85
H -13.75 2.46 19.96
H -15.76 3.01 18.17
C -18.54 3.47 17.75
C -18.40 1.98 17.56
C -19.11 1.50 16.31
O -16.98 1.72 17.46
H -17.93 3.98 16.99
H -18.16 3.81 18.71
H -19.55 3.84 17.60
H -18.81 1.42 18.41
H -20.13 1.91 16.34
H -19.19 0.42 16.19
H -18.65 1.89 15.40
H -16.81 0.80 17.71
C -22.73 -5.02 17.79
C -21.47 -5.45 17.06
C -20.18 -5.28 17.82
O -21.59 -6.84 16.68
H -23.56 -4.94 17.06
H -22.67 -4.08 18.32
H -23.08 -5.82 18.44
H -21.40 -4.87 16.13
H -20.13 -4.27 18.24
H -19.41 -5.18 17.05
H -19.92 -6.00 18.58
H -22.48 -6.95 16.33
C -18.10 -4.47 13.17
C -19.45 -3.87 12.81
C -20.04 -4.43 11.52
O -20.38 -4.13 13.90
H -17.93 -4.41 14.24
H -17.32 -3.86 12.69
H -17.96 -5.47 12.77
H -19.45 -2.78 12.74
H -21.06 -4.04 11.42
H -20.16 -5.51 11.61
H -19.53 -4.11 10.61
H -20.98 -4.84 13.64
C -18.96 -2.88 22.09
C -20.34 -2.84 21.46
C -20.99 -4.21 21.45
O -21.17 -1.97 22.26
H -18.23 -3.51 21.57
H -18.99 -3.23 23.13
H -18.47 -1.90 22.09
H -20.25 -2.45 20.44
H -20.59 -4.90 20.69
H -22.06 -4.17 21.22
H -20.85 -4.69 22.42
H -20.73 -1.89 23.11
C -11.49 -2.26 22.29
C -12.76 -2.90 22.83
C -12.79 -4.40 22.62
O -12.78 -2.68 24.26
H -10.63 -2.62 22.87
H -11.53 -1.18 22.40
H -11.17 -2.57 21.29
H -13.62 -2.43 22.35
H -12.70 -4.62 21.55
H -13.61 -4.93 23.07
H -11.87 -4.77 23.09
H -13.27 -1.86 24.40
```

HOMO   -0.3367 Ha
LUMO level   -0.36 eV

---

C6H10O | ωB97M-V/def2-TZVPD

XYZ file:
```
17
C6H10O ωB97M-V/def2-TZVPD
C -0.57 -1.44 0.84
C 0.13 -0.53 -0.12
C -0.15 -0.03 -1.36
C 0.21 1.34 -0.94
O -0.73 1.96 0.04
C 0.13 1.64 1.14
C 0.92 0.70 0.27
H 0.08 -1.92 1.58
H -1.20 -2.19 0.35
H -1.25 -0.77 1.39
H 0.30 -2.34 -1.29
H -0.43 -0.44 -2.32
H -0.33 -2.42 -1.70
H 0.57 2.11 -1.62
H -0.39 1.20 2.00
H 0.71 2.52 1.46
H 2.00 0.61 0.28
```

Energy above the lowest of the compared OMol25 structures with the same formula, charge and spin   98.28 kcal/mol
HOMO   -0.3300 Ha
LUMO level   1.06 eV

---

C2H6N2O5 | ωB97M-V/def2-TZVPD

XYZ file:
```
15
C2H6N2O5 ωB97M-V/def2-TZVPD
C 1.54 -0.11 0.63
O -0.29 0.86 0.94
O -0.14 2.00 0.03
O 2.26 0.96 0.42
O 1.68 -0.96 1.46
H -0.40 2.73 0.60
H 1.67 1.63 0.01
C -0.38 -0.79 -0.55
N -1.21 -0.29 -1.47
N -0.75 -1.80 0.25
O 0.90 -0.51 -0.71
H -1.70 -1.81 0.59
H -0.97 0.65 -1.76
H -2.19 -0.48 -1.38
H -0.04 -2.06 0.94
```

Energy above the lowest of the compared OMol25 structures with the same formula, charge and spin   0.00 kcal/mol
HOMO   -0.3231 Ha
LUMO level   0.53 eV